# 1
2 unconnected molecules or ions with the total composition C5H13NO at a distorted geometry, computed with ωB97M-V/def2-TZVPD.

Last column: Mulliken charge in e.
Geometry (Å):
C (-1.333, 2.509, -0.457)  -1.157
C (-0.732, 1.447, -1.394)  -0.451
C (-0.983, 0.008, -0.948)  -0.839
C (-0.247, -0.372, 0.385)  -0.813
C (1.695, -1.324, -0.376)  -0.590
N (1.186, -0.342, 0.236)  -0.724
H (-1.280, 3.472, -0.955)  0.353
H (-0.788, 2.546, 0.481)  0.339
H (-2.413, 2.283, -0.374)  0.237
H (0.345, 1.605, -1.430)  0.322
H (-1.243, 1.582, -2.350)  0.314
H (-0.750, -0.677, -1.784)  0.353
H (-2.047, -0.230, -0.900)  0.528
H (-0.586, 0.357, 1.114)  0.372
H (-0.688, -1.352, 0.609)  0.362
H (2.735, -1.250, -0.679)  0.194
H (1.131, -2.233, -0.614)  0.285
H (2.699, -2.964, 3.357)  0.350
H (1.382, -2.211, 3.296)  0.311
O (1.917, -2.855, 2.783)  -0.747

- charge = -1
- 2S+1 = 2
- expectation value of S² = 0.753


# 2
A molecular structure, C34H36CdN4P2S4, computed with ωB97M-V/def2-TZVPD.

Last column: Mulliken charge in e.
Geometry (Å):
Cd (0.263, 0.699, -0.159)  0.462
S (0.325, -0.466, 2.220)  -0.760
P (-1.650, -0.244, 1.793)  2.176
C (-1.845, 0.818, 0.485)  -1.435
P (-2.426, 2.418, 0.546)  1.503
S (-1.527, 3.702, -0.692)  -0.606
C (-2.288, 3.141, 2.227)  0.745
C (-3.379, 3.403, 3.049)  -0.528
C (-3.189, 3.940, 4.318)  -0.686
C (-1.910, 4.214, 4.776)  -0.510
C (-0.814, 3.943, 3.964)  -0.758
C (-1.005, 3.411, 2.699)  -0.546
C (-4.227, 2.483, 0.238)  -0.535
C (-4.955, 1.301, 0.145)  0.503
C (-6.324, 1.333, -0.101)  -1.136
C (-6.970, 2.551, -0.255)  -0.529
C (-6.247, 3.735, -0.169)  -0.759
C (-4.881, 3.704, 0.072)  -0.108
C (-2.591, 0.116, 3.313)  0.311
C (-1.950, 0.546, 4.471)  -0.509
C (-2.692, 0.838, 5.610)  -0.603
C (-4.072, 0.702, 5.597)  -0.547
C (-4.716, 0.273, 4.443)  -0.751
C (-3.979, -0.022, 3.306)  -0.132
C (-2.276, -1.900, 1.353)  -0.054
C (-2.311, -2.911, 2.311)  -0.508
C (-2.761, -4.178, 1.969)  -0.677
C (-3.173, -4.443, 0.668)  -0.534
C (-3.137, -3.439, -0.288)  -0.704
C (-2.691, -2.167, 0.054)  0.080
H (-4.384, 3.187, 2.710)  0.291
H (-4.047, 4.137, 4.949)  0.431
H (-1.763, 4.634, 5.764)  0.393
H (0.189, 4.150, 4.315)  0.418
H (-0.153, 3.217, 2.060)  0.319
H (-4.429, 0.358, 0.245)  0.462
H (-6.883, 0.407, -0.176)  0.467
H (-8.036, 2.580, -0.446)  0.377
H (-6.750, 4.686, -0.297)  0.405
H (-4.307, 4.622, 0.117)  0.374
H (-0.873, 0.650, 4.472)  0.350
H (-2.186, 1.177, 6.506)  0.434
H (-4.648, 0.931, 6.485)  0.404
H (-5.793, 0.164, 4.428)  0.445
H (-4.485, -0.371, 2.413)  0.349
H (-1.981, -2.704, 3.322)  0.404
H (-2.789, -4.961, 2.717)  0.397
H (-3.523, -5.433, 0.403)  0.388
H (-3.461, -3.645, -1.302)  0.424
H (-2.659, -1.364, -0.672)  0.172
S (1.724, -1.839, -0.730)  -0.222
C (2.768, -1.387, -1.945)  0.046
N (3.907, -0.685, -1.605)  0.026
C (4.755, -0.160, -2.505)  -0.144
C (4.529, -0.357, -3.828)  -0.590
C (3.392, -1.115, -4.153)  0.087
N (2.558, -1.613, -3.271)  -0.601
H (4.032, -0.531, -0.612)  0.271
H (5.591, 0.401, -2.113)  0.388
H (5.181, 0.049, -4.584)  0.417
H (3.160, -1.313, -5.194)  0.405
C (-1.283, -1.421, -5.432)  -1.266
C (-1.285, -1.211, -3.924)  -0.351
N (-0.200, -0.338, -3.475)  0.232
C (-0.176, 0.945, -3.129)  0.440
S (1.270, 1.536, -2.316)  -0.464
N (-1.143, 1.825, -3.340)  0.188
C (-2.431, 1.680, -4.020)  -0.507
C (-3.575, 1.364, -3.067)  0.273
H (-2.095, -2.089, -5.721)  0.367
H (-0.341, -1.870, -5.749)  0.371
H (-1.405, -0.478, -5.967)  0.268
H (-1.119, -2.164, -3.422)  0.408
H (-2.238, -0.836, -3.569)  0.065
H (0.663, -0.833, -3.281)  0.037
H (-1.084, 2.634, -2.713)  -0.111
H (-2.334, 0.949, -4.815)  -0.087
H (-2.627, 2.636, -4.506)  0.455
H (-3.381, 0.469, -2.475)  -0.420
H (-4.508, 1.238, -3.620)  0.443
H (-3.698, 2.186, -2.363)  0.004

- 2S+1 = 1


# 3
2 unconnected molecules or ions with the total composition C3H7O3 at a distorted geometry, computed with ωB97M-V/def2-TZVPD.

Last column: Mulliken charge in e.
Geometry (Å):
O (-1.191, -3.115, -1.183)  -0.627
C (-0.605, -2.340, -0.348)  0.046
O (-0.478, -0.991, -0.297)  -0.601
H (-0.260, -2.734, 0.565)  0.272
H (0.141, 0.201, -0.359)  0.420
C (0.131, 1.982, 0.639)  -0.169
O (0.357, 1.255, -0.441)  -0.571
C (1.497, 2.503, 1.237)  -1.002
H (-0.395, 3.006, 0.309)  0.208
H (-0.354, 1.495, 1.590)  0.207
H (1.923, 1.652, 1.818)  0.284
H (2.014, 2.912, 0.387)  0.273
H (1.279, 3.406, 1.884)  0.260

- charge = -1
- 2S+1 = 1


The evaluated energy above the lowest of the compared OMol25 structures with the same formula, charge and spin for the records listed, in turn: 45.38; 15.83; 45.54 kcal/mol.
The evaluated electronic energy for the records listed, in turn: -328.20057; -3979.51049; -344.23765 Ha.